{"formula": "C20H21IrN6S2", "method": "wB97M-V/def2-TZVPD", "spin_multiplicity": 6, "charge": 3, "s_squared": 8.803, "homo_lumo_gap_ev": [7.386, 5.457], "symbols": ["Ir", "C", "C", "N", "C", "S", "N", "N", "C", "C", "C", "C", "C", "C", "C", "N", "H", "H", "H", "H", "H", "H", "H", "H", "H", "H", "H", "H", "H", "S", "C", "C", "C", "N", "C", "C", "C", "C", "C", "N", "C", "C", "H", "H", "H", "H", "H", "H", "H", "H"], "coordinates": [[-0.053, -0.343, 0.617], [-0.052, 5.034, 3.110], [0.583, 4.776, 1.743], [1.484, 3.630, 1.751], [1.246, 2.434, 1.267], [-0.347, 2.027, 0.640], [2.306, 1.603, 1.193], [2.058, 0.400, 0.784], [3.018, -0.325, 0.239], [4.445, 0.067, 0.255], [2.536, -1.488, -0.497], [3.398, -2.393, -1.105], [2.876, -3.391, -1.917], [1.507, -3.456, -2.112], [0.695, -2.528, -1.467], [1.190, -1.583, -0.673], [-0.673, 5.925, 3.034], [0.699, 5.208, 3.880], [-0.683, 4.197, 3.409], [1.182, 5.639, 1.451], [-0.191, 4.616, 0.997], [2.421, 3.791, 2.116], [4.575, 1.029, 0.740], [4.861, 0.109, -0.753], [5.030, -0.681, 0.800], [4.466, -2.320, -0.952], [3.534, -4.098, -2.404], [1.063, -4.199, -2.758], [-0.378, -2.532, -1.613], [-2.026, -2.612, 6.642], [-1.757, -2.122, 4.935], [-1.248, -2.998, 3.985], [-0.869, -2.499, 2.751], [-0.970, -1.202, 2.431], [-1.497, -0.364, 3.336], [-1.896, -0.783, 4.592], [-3.640, -3.418, 6.621], [-4.718, -2.677, 7.110], [-5.942, -3.326, 7.255], [-5.986, -4.585, 6.922], [-5.032, -5.350, 6.459], [-3.783, -4.763, 6.289], [-1.112, -4.050, 4.194], [-0.464, -3.168, 2.002], [-1.609, 0.672, 3.046], [-2.289, -0.062, 5.296], [-4.630, -1.639, 7.394], [-6.837, -2.833, 7.629], [-5.238, -6.398, 6.252], [-2.959, -5.368, 5.941]], "forces_ev_per_a": [[0.427, 0.592, -0.022], [0.067, -0.141, -0.053], [-0.338, 0.405, 0.327], [0.412, -0.266, -0.126], [-1.732, 0.234, -0.146], [0.279, -0.659, 0.050], [1.713, 0.012, 0.259], [-1.173, -0.261, -0.051], [0.458, 0.152, 0.037], [0.142, 0.010, 0.038], [-0.006, -0.260, -0.136], [-0.016, 0.180, 0.133], [-0.147, -0.129, -0.082], [0.136, 0.040, 0.030], [0.052, -0.067, -0.092], [-0.414, 0.169, 0.173], [-0.006, -0.002, 0.018], [0.013, 0.004, -0.019], [-0.006, 0.013, 0.012], [0.023, -0.068, -0.090], [0.105, -0.058, -0.103], [0.023, -0.084, -0.083], [0.030, -0.015, -0.002], [-0.076, 0.016, -0.029], [-0.062, -0.027, 0.012], [-0.015, 0.048, -0.006], [0.009, 0.001, 0.010], [0.000, 0.006, -0.002], [-0.002, -0.001, 0.040], [-0.084, -0.125, -0.070], [-0.027, 0.002, 0.061], [-0.059, 0.038, -0.044], [-0.030, -0.180, -0.019], [0.149, 0.236, -0.051], [-0.127, 0.052, 0.091], [-0.010, -0.085, -0.026], [0.298, 0.414, 0.013], [0.118, -0.593, -0.180], [-0.794, 0.419, 0.355], [0.958, 0.424, -0.188], [-0.271, -0.824, -0.142], [-0.171, 0.366, 0.105], [0.038, 0.013, 0.020], [0.055, 0.064, -0.026], [0.104, -0.014, -0.037], [0.003, -0.002, -0.002], [-0.035, 0.026, 0.015], [0.025, -0.082, -0.020], [-0.023, 0.058, 0.023], [-0.012, -0.050, 0.026]], "lowdin_spin": [2.208, 0.017, 0.028, 0.207, 0.057, 0.227, 0.377, 0.157, 0.203, 0.026, 0.015, 0.055, 0.011, 0.048, 0.044, 0.113, 0.001, 0.000, 0.001, 0.007, 0.005, 0.002, 0.000, 0.008, 0.010, 0.003, 0.000, 0.002, 0.005, 0.004, 0.002, 0.003, 0.023, 0.104, 0.018, 0.002, -0.018, 0.053, 0.085, 0.693, 0.083, 0.050, 0.000, 0.005, 0.003, 0.000, 0.007, 0.019, 0.018, 0.007]}

***

{"formula": "C4H16Si3", "method": "wB97M-V/def2-TZVPD", "smiles": "C[SiH2][Si@@H](C)[SiH](C)C", "homo_lumo_gap_ev": 9.682, "symbols": ["C", "Si", "Si", "C", "Si", "C", "C", "H", "H", "H", "H", "H", "H", "H", "H", "H", "H", "H", "H", "H", "H", "H", "H"], "coordinates": [[1.959, -0.263, 1.404], [0.590, -1.499, 1.613], [-1.301, -0.667, 0.547], [-2.658, 0.714, 1.816], [-0.424, 0.276, -1.417], [0.870, -0.846, -2.343], [0.384, 1.970, -1.344], [1.880, 0.131, 0.299], [1.571, 0.665, 1.857], [2.946, -0.706, 1.552], [0.983, -2.899, 0.830], [0.435, -1.796, 3.061], [-2.475, -1.597, 0.400], [-3.591, 0.264, 1.758], [-2.320, 0.594, 2.808], [-2.539, 1.643, 1.336], [-1.592, 0.222, -2.337], [1.759, -1.084, -1.584], [0.426, -1.727, -2.979], [1.270, -0.230, -3.209], [-0.249, 2.831, -1.176], [1.119, 1.969, -0.539], [0.959, 2.037, -2.353]], "forces_ev_per_a": [[-1.168, 1.128, -2.947], [0.157, -2.140, -0.698], [-2.151, 1.456, 1.874], [3.236, -2.135, -1.865], [-0.121, -0.898, -1.258], [0.723, -0.365, -0.293], [1.033, -0.363, -1.217], [0.518, -1.184, 1.676], [1.093, -0.347, 0.822], [-0.074, 0.806, 0.472], [-0.466, 1.701, 1.017], [-0.050, -0.101, -0.101], [0.723, -0.233, -0.457], [-1.752, -0.632, -0.595], [0.666, 0.447, 1.063], [-0.144, 1.254, -0.038], [-0.043, 0.378, -0.024], [-1.842, -0.017, -2.054], [0.834, 1.155, 1.992], [-0.125, -0.292, 1.235], [-0.247, 0.087, -0.224], [0.185, 0.070, -0.096], [-0.983, 0.223, 1.716]], "mulliken_charge": [-0.644, 0.264, 0.427, -1.204, 0.338, -0.930, -0.905, -0.131, 0.325, 0.349, -0.077, -0.188, -0.165, 0.330, 0.366, 0.326, -0.214, 0.240, 0.292, 0.296, 0.361, 0.300, 0.244]}

***

{"formula": "C26H32As2BN8O15P2Ti", "method": "wB97M-V/def2-TZVPD", "spin_multiplicity": 2, "charge": 2, "s_squared": 0.760, "homo_lumo_gap_ev": [6.916, 4.908], "symbols": ["Ti", "C", "C", "N", "N", "C", "B", "N", "C", "C", "C", "N", "N", "C", "C", "C", "N", "N", "C", "C", "C", "N", "H", "H", "H", "H", "H", "H", "H", "H", "H", "H", "H", "H", "O", "P", "O", "O", "O", "P", "O", "O", "O", "H", "H", "C", "O", "C", "O", "C", "C", "As", "C", "C", "C", "As", "C", "C", "O", "O", "C", "C", "O", "O", "C", "C", "O", "O", "C", "H", "H", "H", "H", "H", "H", "H", "H", "H", "H", "H", "H", "H", "H", "H", "H", "H", "H"], "coordinates": [[1.233, -0.441, -1.416], [2.883, -2.630, -4.599], [2.913, -2.128, -3.300], [1.749, -1.531, -3.024], [0.960, -1.657, -4.110], [1.626, -2.306, -5.076], [-0.460, -1.047, -4.085], [-0.268, 0.453, -3.876], [-0.505, 1.498, -4.678], [-0.018, 2.634, -4.058], [0.515, 2.188, -2.857], [0.360, 0.858, -2.748], [-1.130, -1.590, -2.781], [-2.220, -2.356, -2.671], [-2.317, -2.792, -1.361], [-1.219, -2.235, -0.719], [-0.515, -1.490, -1.587], [-1.271, -1.423, -5.275], [-1.550, -2.686, -5.718], [-2.426, -2.579, -6.767], [-2.644, -1.197, -6.908], [-1.954, -0.535, -6.014], [3.661, -3.157, -5.112], [3.695, -2.201, -2.560], [1.182, -2.499, -6.033], [-1.016, 1.358, -5.613], [-0.049, 3.638, -4.427], [1.010, 2.760, -2.089], [-2.862, -2.543, -3.509], [-3.064, -3.436, -0.945], [-0.893, -2.397, 0.297], [-1.109, -3.547, -5.254], [-2.864, -3.361, -7.351], [-3.259, -0.682, -7.615], [3.205, 0.693, -2.217], [3.201, 1.204, -0.631], [3.871, 2.471, -0.489], [1.660, 1.045, -0.465], [3.845, -0.105, 0.017], [3.175, -1.505, 0.485], [2.574, -1.179, 1.924], [4.119, -2.595, 0.376], [1.871, -1.646, -0.345], [3.977, 1.038, -2.682], [3.258, -0.895, 2.535], [1.028, -3.612, 2.794], [0.109, -2.593, 2.365], [-0.267, -1.694, 3.241], [0.086, -1.626, 4.392], [-1.215, -0.704, 2.612], [-1.998, 0.057, 3.376], [-1.111, 0.696, 5.020], [-2.168, 2.271, 5.596], [0.218, 1.530, 3.828], [0.516, 1.412, 2.530], [-0.072, 0.133, 1.101], [-1.306, 1.324, 0.092], [1.757, 2.083, 1.972], [2.755, 1.396, 1.932], [1.700, 3.249, 1.413], [0.625, 4.151, 1.632], [1.083, 2.401, 4.686], [1.852, 3.223, 4.279], [0.878, 2.083, 5.961], [1.679, 2.749, 6.941], [-2.976, 1.005, 2.768], [-2.668, 2.170, 2.678], [-4.101, 0.537, 2.292], [-4.461, -0.832, 2.427], [1.736, -3.751, 1.978], [0.470, -4.532, 2.983], [1.544, -3.292, 3.699], [-3.215, 1.983, 5.705], [-2.085, 3.112, 4.912], [-1.803, 2.564, 6.583], [-1.953, 1.962, 0.691], [-1.923, 0.722, -0.585], [-0.657, 1.968, -0.505], [0.905, 4.815, 2.452], [-0.313, 3.640, 1.869], [0.522, 4.732, 0.718], [1.548, 2.196, 7.866], [1.342, 3.780, 7.054], [2.724, 2.737, 6.629], [-5.478, -0.895, 2.047], [-4.437, -1.150, 3.471], [-3.801, -1.467, 1.833]], "forces_ev_per_a": [[-2.705, -0.166, -3.235], [0.046, 0.151, 0.414], [0.183, -0.346, -0.371], [0.338, -0.492, -0.571], [-0.106, -0.148, -0.497], [0.113, 0.099, 0.351], [-0.112, 0.161, 0.023], [-0.440, 0.232, -0.549], [0.110, 0.052, 0.181], [0.216, -0.067, 0.500], [-0.106, 0.448, -0.409], [-0.272, 0.387, -0.408], [-0.373, -0.073, -0.311], [0.170, 0.167, 0.231], [0.286, 0.196, 0.198], [-0.325, -0.439, 0.030], [-0.280, -0.268, 0.171], [-0.022, -0.615, -0.270], [-0.092, -0.085, -0.223], [0.111, -0.102, 0.186], [0.289, -0.473, 0.281], [-0.150, 1.276, 0.071], [0.108, -0.092, -0.067], [0.027, 0.066, 0.000], [-0.170, -0.002, -0.134], [0.000, -0.043, -0.023], [-0.003, 0.208, -0.067], [-0.016, -0.064, 0.009], [-0.023, -0.018, -0.195], [-0.123, -0.111, 0.086], [0.075, 0.144, -0.061], [0.066, -0.213, 0.048], [-0.015, -0.278, -0.094], [-0.167, 0.182, -0.180], [-0.357, 0.171, 1.501], [2.053, 0.671, -1.246], [0.087, 0.082, 0.194], [0.501, 1.206, 0.553], [-0.251, -0.135, 0.198], [1.472, -0.145, 1.483], [-0.088, -0.674, -0.716], [0.026, -0.075, -0.062], [1.115, -1.867, 1.224], [0.091, -0.152, -0.325], [0.260, 0.292, 0.374], [0.474, -0.466, 0.257], [-0.315, 0.072, -0.137], [-0.285, 0.051, 0.052], [0.009, 0.161, 0.389], [0.796, 0.229, -0.346], [0.205, -0.547, 0.006], [-0.496, 0.331, -1.093], [0.053, -0.203, 0.561], [0.260, -0.092, 0.304], [0.280, -0.125, -0.132], [-2.791, 0.628, 1.216], [-0.021, 0.085, 0.073], [0.371, -0.281, 0.685], [-0.187, 0.540, 0.300], [0.241, 0.115, -0.362], [-0.407, 0.498, 0.232], [0.193, 0.168, -0.420], [0.003, 0.062, 0.154], [-0.294, -0.305, -0.029], [0.430, 0.388, 0.452], [0.299, 0.839, -0.015], [-0.378, -0.232, 0.100], [-0.129, 0.526, -0.143], [-0.254, -0.693, 0.003], [-0.107, -0.055, 0.114], [0.037, 0.163, -0.043], [-0.052, -0.093, -0.177], [0.077, -0.110, -0.101], [0.166, -0.228, -0.190], [0.018, -0.113, -0.108], [0.192, -0.179, 0.025], [0.243, 0.003, 0.143], [-0.100, -0.109, 0.044], [-0.076, -0.077, -0.078], [0.101, 0.014, -0.069], [-0.048, -0.052, 0.031], [-0.008, 0.040, -0.059], [0.034, -0.082, -0.016], [-0.097, 0.003, 0.040], [0.106, -0.037, 0.069], [-0.015, 0.046, -0.043], [-0.075, 0.066, 0.018]], "lowdin_spin": [0.003, 0.000, 0.000, 0.000, 0.000, 0.000, 0.000, 0.000, 0.000, 0.000, 0.000, 0.000, 0.001, 0.000, 0.001, 0.001, 0.000, 0.000, 0.000, 0.000, 0.000, 0.000, 0.000, 0.000, 0.000, 0.000, 0.000, 0.000, 0.000, 0.000, 0.001, 0.000, 0.000, 0.000, 0.000, 0.000, 0.000, 0.003, 0.000, 0.000, 0.000, 0.000, 0.001, 0.000, 0.000, 0.001, 0.008, 0.019, 0.106, 0.110, 0.086, 0.375, 0.082, 0.036, 0.039, 0.017, 0.002, 0.003, 0.011, -0.001, 0.001, 0.001, 0.000, 0.022, 0.001, 0.021, 0.023, 0.002, 0.003, 0.000, 0.000, 0.001, 0.001, 0.011, 0.001, 0.000, 0.000, 0.000, 0.000, 0.001, 0.000, 0.000, 0.000, 0.000, 0.001, 0.000, 0.002]}

***

| no. | electronic energy (eV) | strongest force on any atom (eV Å⁻¹) |
| --- | --- | --- |
| 1 | -54500.6283 | 1.75 |
| 2 | -28038.1142 | 4.30 |
| 3 | -234153.5297 | 4.22 |